Formula: C4H8ClNS2
Source: the OMol25 dataset
Level of theory: ωB97M-V with the def2-TZVPD basis set

Geometry as ORCA input:
```
! wB97M-V def2-TZVPD RIJCOSX def2/J DEFGRID3
* xyz 0 1
C -0.28730 0.96601 0.52396
C -0.60929 -0.28369 -0.34778
C 0.51856 -1.04594 0.49596
C 1.08945 0.34908 0.67334
H 0.48478 2.26117 -0.82037
H -1.18863 2.47225 -0.75484
H -0.73832 1.01672 1.54906
H -0.18095 -0.14319 -1.29055
H -2.27108 -1.63867 -1.35456
H 0.09076 -1.43935 1.43215
H 0.10633 -3.07241 -0.75455
H 1.67427 0.58938 1.59033
N -0.29556 2.32080 0.00809
S -2.25920 -0.78747 -0.28908
S 1.59668 -2.30156 -0.06137
Cl 2.26949 0.73688 -0.59978
*
```

Results
**LUMO energy**: -0.4 eV
**HOMO-LUMO gap**: 0.3146 hartree
**Energy relative to the best compared isomer or geometry (same formula, charge and spin)**: 62.40 kcal/mol

These are the natural (NBO) partial charges, in e, on atoms 1 to 6: -0.082, -0.396, -0.423, -0.203, 0.356, 0.360

---

Formula: C33H29ClN2S
Source: the OMol25 dataset
Level of theory: ωB97M-V with the def2-TZVPD basis set

Geometry as ORCA input:
```
! wB97M-V def2-TZVPD RIJCOSX def2/J DEFGRID3
* xyz 0 1
C -5.73451 -0.28713 -2.57227
N -5.29637 -0.62997 -1.20884
C -5.80373 -1.87772 -0.72648
C -5.40195 -3.09242 -1.30291
C -5.85924 -4.29830 -0.76875
C -6.76124 -4.29354 0.30188
C -7.20775 -3.07970 0.83976
C -6.73630 -1.87314 0.32591
C -3.96960 -0.26008 -0.86730
C -3.73731 0.74805 0.09633
C -2.45079 1.13613 0.39944
C -1.30670 0.54004 -0.22536
C -0.01937 1.02273 0.14851
C 1.26944 0.55331 -0.23429
C 2.41290 1.14199 0.39779
C 3.70065 0.75568 0.09345
C 3.93372 -0.24913 -0.87253
N 5.25779 -0.63379 -1.21114
C 5.67907 -0.27219 -2.57608
C 5.74992 -1.88451 -0.72398
C 5.34560 -3.09593 -1.30389
C 5.80212 -4.30333 -0.77147
C 6.70249 -4.29998 0.30057
C 7.14919 -3.08817 0.84330
C 6.67822 -1.88105 0.33279
C 2.83684 -0.83276 -1.52091
C 1.54498 -0.46292 -1.19687
C -1.58143 -0.49904 -1.16458
C -2.87383 -0.85598 -1.50481
H -5.15987 0.57102 -2.93463
H -5.60648 -1.13774 -3.25611
H -6.79875 -0.02780 -2.53924
H -4.71304 -3.07778 -2.15141
H -5.50744 -5.23906 -1.19563
H -7.12022 -5.23721 0.71247
H -7.92352 -3.06963 1.66206
H -7.06050 -0.90818 0.72063
H -4.60290 1.20921 0.57383
H -2.27880 1.92233 1.13591
H -0.02041 1.82457 0.88826
H 2.23893 1.92477 1.13770
H 4.56463 1.21409 0.57633
H 6.60231 -0.80570 -2.82028
H 4.90189 -0.52108 -3.31187
H 5.86495 0.80768 -2.61159
H 4.65545 -3.07695 -2.15094
H 5.45160 -5.24372 -1.20033
H 7.06046 -5.24424 0.71017
H 7.86426 -3.07998 1.66644
H 7.00102 -0.91601 0.72886
H 3.00890 -1.59653 -2.28474
H 0.75305 -0.97662 -1.71794
H -0.78918 -1.04484 -1.65157
H -3.04651 -1.62394 -2.26392
Cl 2.75472 6.38196 4.64807
C 1.26801 6.09773 3.84235
C 0.06081 6.21367 4.55165
C -1.15029 5.98827 3.87346
C -1.15766 5.61332 2.54004
C 0.06611 5.33299 1.86556
S 0.09030 4.46653 0.43948
C 1.28225 5.73143 2.49914
H 0.08058 6.48047 5.60391
H -2.08866 6.09494 4.41577
H -2.09091 5.44884 2.00565
H 2.22210 5.65604 1.96521
*
```

Results
**LUMO energy**: -2.7 eV
**HOMO-LUMO gap**: 0.1195 hartree

These are the natural (NBO) partial charges, in e, on atoms 1 to 6: -0.395, -0.544, 0.234, -0.260, -0.206, -0.211

---

Formula: C35H37MgNO3P2
Source: the OMol25 dataset
Level of theory: ωB97M-V with the def2-TZVPD basis set

Geometry as ORCA input:
```
! wB97M-V def2-TZVPD RIJCOSX def2/J DEFGRID3
* xyz 0 1
Mg 3.17281 -1.88616 -2.90784
C 5.13797 -2.57425 -3.04484
C 5.16658 -1.19927 -2.99662
C 5.19082 -0.27765 -4.18529
C 4.21174 -0.65083 -5.33582
C 2.91792 -1.29308 -4.90582
C 2.71595 -2.65089 -4.80430
C 3.79222 -3.69192 -4.97757
C 5.17101 -3.40505 -4.30822
C -1.55361 0.15498 -1.02528
H 5.39592 -3.11588 -2.12469
H 5.46712 -0.71405 -2.06162
H 6.20767 -0.20889 -4.61169
H 4.95940 0.74542 -3.83994
H 3.94018 0.29711 -5.82864
H 4.74502 -1.26572 -6.07614
H 2.06518 -0.60373 -4.86830
H 1.69922 -3.05085 -4.88672
H 3.97986 -3.88450 -6.04985
H 3.41822 -4.63824 -4.55643
H 5.60613 -4.38147 -4.03043
H 5.84948 -2.98198 -5.06428
H -1.34510 -0.69728 -0.36486
H -2.63564 0.27365 -1.18326
H -1.13177 1.05754 -0.56990
P 2.47606 0.19515 -0.20333
P -0.79363 -0.07301 -2.61331
C 2.15064 0.04637 -1.99769
C 0.94940 0.36413 -2.67218
C 3.54692 1.58366 0.22149
C 4.63928 1.98266 -0.56024
C 5.39213 3.10150 -0.17801
C 5.06974 3.80393 0.99229
C 3.99354 3.38905 1.78037
C 3.24197 2.27248 1.41030
C 3.42359 -1.31021 0.25881
C 2.87850 -2.57683 -0.00065
C 3.55431 -3.74026 0.37323
C 4.69176 -3.64199 1.17415
C 5.25499 -2.38873 1.42959
C 4.63927 -1.22074 0.96048
C -1.61395 1.03949 -3.78206
C -1.38277 2.41920 -3.63070
C -2.08677 3.33944 -4.40721
C -2.99948 2.89684 -5.37052
C -3.19686 1.52193 -5.56145
C -2.51475 0.59432 -4.76370
C -1.12265 -1.76268 -3.17768
C -1.72488 -2.69192 -2.30872
C -1.86160 -4.02380 -2.69559
C -1.41348 -4.44640 -3.94946
C -0.86549 -3.51451 -4.84355
C -0.74419 -2.17288 -4.46934
H 3.05220 0.45067 -2.51848
H 1.07193 1.14569 -3.43649
H 4.91312 1.42608 -1.45980
H 6.22491 3.42487 -0.79817
H 5.65680 4.67514 1.28474
H 3.72728 3.93639 2.68750
H 2.41410 1.93274 2.03470
H 1.86215 -2.67433 -0.42084
H 3.16309 -4.71240 0.06793
H 5.13109 -4.55097 1.60924
H 6.17108 -2.31525 2.01690
H 5.07656 -0.24383 1.18644
H -0.65197 2.76595 -2.89290
H -1.92155 4.40820 -4.25996
H -3.55362 3.61434 -5.97025
H -3.88430 1.17224 -6.32619
H -2.68646 -0.47247 -4.91272
H -2.07214 -2.36835 -1.32899
H -2.32230 -4.73533 -2.00661
H -1.49110 -5.49334 -4.23558
H -0.53185 -3.83586 -5.83001
H -0.34438 -1.45002 -5.18556
O -0.14296 -2.27612 0.90609
N 0.11340 -1.58258 1.89948
O -0.57716 -0.68671 2.37277
O 1.17048 0.31900 0.51845
*
```

Results
**LUMO energy (spin up / spin down)**: -0.7 / -0.6 eV
**HOMO-LUMO gap (spin up / spin down)**: 0.1467 / 0.1501 hartree
**Energy relative to the best compared isomer or geometry (same formula, charge and spin)**: 0.00 kcal/mol

These are the Löwdin partial charges, in e, on atoms 1 to 6: 0.656, -0.182, -0.199, -0.184, -0.164, -0.201

---

Formula: C4H10Se
Source: the OMol25 dataset
Level of theory: ωB97M-V with the def2-TZVPD basis set

Geometry as ORCA input:
```
! wB97M-V def2-TZVPD RIJCOSX def2/J DEFGRID3
* xyz 0 1
C 1.11811 -1.87932 -0.27599
C 0.99378 0.57967 -0.15906
C -2.27005 1.37542 -0.35286
C 0.62908 -0.70340 0.50114
Se -2.05222 -0.57570 0.02364
H 1.37977 -1.57617 -1.31425
H 0.38116 -2.71719 -0.27084
H 1.96557 -2.33109 0.35616
H 2.13171 0.37654 -0.16250
H 0.74225 0.87455 -1.19035
H 0.79594 1.46047 0.46232
H -2.35131 1.95179 0.59334
H -1.23030 1.60039 -0.76868
H -2.88725 1.62326 -1.15644
H 0.64340 -0.51986 1.56630
*
```

Results
**LUMO energy (spin up / spin down)**: -0.2 / -0.2 eV
**HOMO-LUMO gap (spin up / spin down)**: 0.2774 / 0.2775 hartree
**Energy relative to the best compared isomer or geometry (same formula, charge and spin)**: 60.38 kcal/mol

These are the natural (NBO) partial charges, in e, on atoms 1 to 6: -0.696, -0.682, -0.785, -0.005, -0.080, 0.231

---

The energy results, record by record, are as follows: -39957.460; -61025.875; -68542.826; -69653.640 eV.